# C36H69NO9S

A 8-piece molecular cluster, C36H69NO9S overall (ωB97M-V/def2-TZVPD, OMol25).

```
116
Properties=species:S:1:pos:R:3:lowdin_charge:R:1
O 2.85472 -2.59771 0.19504 0.003
C 2.89639 -1.64246 -0.63435 -0.249
O 1.77651 -0.78256 -0.68001 -0.089
C 2.19190 0.60991 -0.91540 -0.162
C 1.81439 0.98031 -2.46359 -0.132
C 0.36601 0.29334 -2.71214 -0.187
C 0.33453 -1.05643 -3.46256 -0.013
C -1.07026 -1.73340 -3.65664 0.013
C -2.34789 -1.01678 -3.08641 -0.180
C -2.25194 0.36472 -2.34342 -0.399
C -0.87702 1.04280 -2.14855 -0.022
S -3.86859 1.05084 -1.71571 0.855
C -4.72619 -0.50864 -1.13939 -0.394
C -5.59722 -0.57192 0.13385 -0.071
C -6.24941 -1.93063 0.56224 -0.074
C -6.01909 -3.17852 -0.34149 -0.072
C -5.13088 -3.09197 -1.63057 -0.027
C -4.45405 -1.76618 -2.04992 -0.198
N -3.62441 -1.73980 -3.27034 0.010
H 3.80884 -1.55185 -1.32987 0.153
H 1.46380 1.24294 -0.28021 0.136
H 3.28828 0.79995 -0.66825 0.128
H 1.74509 2.12266 -2.59713 0.118
H 2.60297 0.51000 -3.15485 0.110
H 1.31202 -1.50630 -3.83044 0.094
H -1.11605 -2.74211 -4.18699 0.094
H -0.85103 2.04191 -1.60535 0.103
H -5.77680 0.35657 0.78699 0.103
H -6.87914 -2.00588 1.51546 0.088
H -6.48242 -4.20431 -0.12577 0.085
H -4.95965 -4.00263 -2.29836 0.090
H -3.40682 -2.74049 -3.45581 0.112
C 3.24657 -6.48261 -2.72201 -0.062
C 3.02138 -5.12049 -3.35904 -0.493
C 4.05191 -4.10977 -2.88271 -0.070
O 1.71398 -4.65334 -3.03163 -0.063
H 3.15603 -6.42381 -1.63263 0.084
H 2.49189 -7.19574 -3.06419 0.080
H 4.23643 -6.87537 -2.96902 0.080
H 3.07105 -5.21121 -4.44771 0.139
H 3.98823 -3.96943 -1.79856 0.061
H 3.87026 -3.13245 -3.34015 0.074
H 5.06652 -4.43029 -3.13423 0.085
H 1.65916 -4.56923 -2.06924 0.089
C 7.60496 -3.12910 1.04633 -0.053
C 6.90889 -1.78867 0.87439 -0.488
C 5.62167 -1.72521 1.67991 -0.057
O 6.61351 -1.58150 -0.50771 -0.066
H 6.96844 -3.94796 0.69474 0.083
H 8.52230 -3.16469 0.45251 0.084
H 7.85952 -3.31009 2.09368 0.066
H 7.57907 -0.98374 1.18879 0.123
H 4.91737 -2.49414 1.34998 0.061
H 5.12625 -0.76040 1.53745 0.077
H 5.81594 -1.86407 2.74660 0.085
H 6.02105 -2.29032 -0.79327 0.066
C -8.74120 0.80470 -2.16725 -0.050
C -8.60376 2.06007 -1.32061 -0.493
C -9.27642 3.25103 -1.98291 -0.057
O -7.22126 2.34892 -1.12093 -0.078
H -8.26428 0.93832 -3.14366 0.087
H -8.24246 -0.04042 -1.68457 0.073
H -9.79210 0.54754 -2.32443 0.081
H -9.04614 1.88856 -0.33542 0.120
H -8.81752 3.46913 -2.95238 0.081
H -9.15900 4.14856 -1.36841 0.068
H -10.34360 3.06875 -2.13509 0.082
H -6.81965 2.50290 -1.98818 0.073
C 9.05089 3.38444 3.55335 -0.068
C 8.55132 2.08969 2.93168 -0.503
C 8.13046 2.29627 1.48516 -0.059
O 7.44215 1.60016 3.68300 -0.061
H 8.26379 4.14546 3.55598 0.081
H 9.33894 3.22373 4.59572 0.079
H 9.91354 3.77692 3.00866 0.080
H 9.33743 1.33109 2.98092 0.138
H 7.31143 3.01957 1.41543 0.083
H 7.76304 1.36063 1.05493 0.064
H 8.96568 2.65588 0.87857 0.083
H 6.74091 2.26422 3.64582 0.088
C -7.47945 7.10898 -2.76572 -0.062
C -6.56065 6.05092 -2.17528 -0.503
C -5.22282 6.64524 -1.76428 -0.062
O -6.34534 5.02033 -3.13784 -0.065
H -7.03809 7.55214 -3.66438 0.081
H -8.43222 6.66511 -3.06722 0.077
H -7.67771 7.90652 -2.04493 0.081
H -7.04054 5.59053 -1.30720 0.129
H -4.70320 7.07219 -2.62831 0.081
H -4.56932 5.87121 -1.35283 0.080
H -5.35279 7.42877 -1.01321 0.080
H -5.92107 5.41776 -3.91004 0.091
C 8.59506 -5.33455 4.81303 -0.066
C 10.03212 -5.40640 4.32068 -0.502
C 11.00456 -5.58702 5.47572 -0.068
O 10.35182 -4.20934 3.61441 -0.063
H 8.45453 -4.48126 5.48451 0.083
H 7.90829 -5.19328 3.97401 0.071
H 8.31386 -6.24701 5.34523 0.080
H 10.13857 -6.23686 3.61735 0.139
H 10.94731 -4.74241 6.16999 0.081
H 12.03368 -5.62556 5.10858 0.079
H 10.79557 -6.50707 6.02777 0.080
H 10.26074 -3.46786 4.22781 0.088
C -10.19181 4.47426 2.56016 -0.064
C -9.27036 3.41751 3.14906 -0.497
C -7.93356 4.01515 3.55923 -0.064
O -9.05397 2.38808 2.18690 -0.063
H -9.75194 4.91875 1.66133 0.076
H -11.14395 4.02885 2.25930 0.080
H -10.39090 5.27108 3.28163 0.079
H -9.74839 2.95560 4.01736 0.138
H -7.41588 4.44366 2.69490 0.081
H -7.27765 3.24279 3.96986 0.080
H -8.06492 4.79818 4.31074 0.079
H -8.63079 2.78720 1.41382 0.063
```

Results
**Structure (SMILES)**: O=COCCc1ccc2c(c1)Sc1ccccc1N2.CC(C)O.CC(C)O.CC(C)O.CC(C)O.CC(C)O.CC(C)O.CC(C)O
**Kohn-Sham gap**: 7.935 eV
**Spin multiplicity**: 1
**HOMO**: -7.5 eV



# C36H70Br2N2O8

A 3-piece molecular cluster, C36H70Br2N2O8 overall (ωB97M-V/def2-TZVPD, OMol25).

```
118
Properties=species:S:1:pos:R:3:lowdin_charge:R:1
C 2.26266 -0.74079 -0.09855 -0.096
C 1.52940 0.30428 -0.95250 -0.295
C 0.40270 0.98391 -0.18599 -0.644
Br 0.89652 2.82322 0.29440 0.718
C -0.89339 1.02426 -0.95950 -0.289
O -1.89469 1.50259 -0.10575 -0.168
C -3.20345 1.57939 -0.70213 -0.234
C -4.02878 0.33848 -0.30565 -0.107
C -3.33976 -0.65120 0.63580 -0.181
C -3.24107 -0.18707 2.08107 -0.284
N -3.24904 -1.33782 2.99340 -0.012
C -3.78743 2.94343 -0.24408 -0.370
C -5.22569 3.03981 -0.79131 -0.096
C -6.31869 2.78156 0.25681 -0.280
C -7.60991 2.29144 -0.36926 -0.596
Br -8.68105 3.73197 -1.11175 0.638
C -2.78442 4.01096 -0.76289 -0.083
C -3.24374 5.25879 -1.53366 -0.163
C -3.67020 6.47251 -0.68680 -0.138
C -5.14167 6.82352 -0.66646 -0.224
C -5.88629 6.94337 -1.84758 -0.047
C -7.22006 7.35008 -1.81501 -0.090
C -7.82915 7.62931 -0.59032 -0.104
C -7.11059 7.51211 0.59865 -0.078
C -5.77319 7.11638 0.55439 -0.045
O -3.77418 2.81538 1.16689 -0.109
C -3.96074 3.99169 1.92588 -0.197
C -2.68647 4.34944 2.68840 -0.157
C -2.64109 5.79559 3.19307 -0.271
N -1.26657 6.29841 3.42929 -0.008
H 1.56410 -1.26757 0.54721 0.065
H 2.97092 -0.24610 0.55856 0.085
H 2.77749 -1.46997 -0.71439 0.054
H 2.27116 1.03530 -1.25201 0.080
H 1.14265 -0.15734 -1.85862 0.103
H 0.20955 0.49856 0.76237 0.090
H -1.13065 0.01206 -1.30231 0.133
H -0.75720 1.67596 -1.82876 0.125
H -3.04057 1.62045 -1.77675 0.149
H -4.98595 0.58443 0.13861 0.098
H -4.25479 -0.21664 -1.21656 0.117
H -3.97097 -1.54348 0.63579 0.110
H -2.37617 -0.97046 0.25405 0.100
H -2.30293 0.34583 2.21419 0.107
H -4.03452 0.53245 2.28401 0.102
H -3.25413 -0.99332 3.94495 0.058
H -4.12078 -1.84355 2.88200 0.058
H -5.47761 3.98278 -1.26693 0.096
H -5.34368 2.27759 -1.56239 0.119
H -6.52290 3.71670 0.77652 0.098
H -5.99542 2.07768 1.01635 0.102
H -8.24440 1.79998 0.35473 0.053
H -7.41358 1.60641 -1.18562 0.055
H -2.08741 3.51197 -1.42704 0.099
H -2.15778 4.36021 0.05051 0.101
H -3.98743 5.03818 -2.29284 0.096
H -2.36901 5.57547 -2.09883 0.109
H -3.16039 7.35062 -1.08060 0.121
H -3.32522 6.35771 0.33662 0.081
H -5.41030 6.74350 -2.79624 0.109
H -7.78775 7.44259 -2.72562 0.099
H -8.86505 7.92834 -0.55357 0.097
H -7.57999 7.73320 1.54316 0.099
H -5.20034 7.05416 1.46771 0.093
H -4.73413 3.77480 2.66536 0.132
H -4.34053 4.82328 1.33418 0.098
H -2.65968 3.69777 3.56132 0.114
H -1.80650 4.09256 2.10398 0.092
H -3.13356 5.83769 4.15954 0.108
H -3.13227 6.47728 2.50550 0.083
H -0.79612 5.59625 3.99251 0.061
H -0.77662 6.25082 2.54063 0.056
C 8.07538 -4.99701 -1.94328 -0.106
O 7.34857 -4.29655 -2.92621 -0.201
C 7.26972 -4.98462 -4.16012 -0.208
C 6.07825 -4.49089 -4.94725 -0.181
O 4.84561 -5.05217 -4.51737 -0.125
C 4.30108 -4.57724 -3.29654 -0.187
C 3.66542 -3.20937 -3.38034 -0.205
O 4.64947 -2.19171 -3.32294 -0.191
C 4.15024 -0.94814 -3.75330 -0.104
H 9.11296 -5.17300 -2.24983 0.089
H 8.07130 -4.38850 -1.04147 0.089
H 7.59263 -5.95583 -1.71947 0.084
H 7.16599 -6.06411 -3.99491 0.129
H 8.19085 -4.80081 -4.73088 0.128
H 6.19310 -4.82705 -5.97974 0.127
H 6.04386 -3.39952 -4.95004 0.124
H 5.04280 -4.60516 -2.49525 0.116
H 3.51191 -5.29079 -3.04871 0.128
H 2.97935 -3.08638 -2.52898 0.116
H 3.08866 -3.12968 -4.31008 0.131
H 3.81418 -0.99482 -4.79610 0.092
H 4.95562 -0.22029 -3.67905 0.092
H 3.31511 -0.61668 -3.12396 0.068
C 4.72434 -8.87194 4.10772 -0.115
O 4.90514 -7.50407 3.82462 -0.196
C 6.26951 -7.12381 3.85686 -0.209
C 6.48578 -5.82673 3.11180 -0.183
O 6.53022 -5.97341 1.70055 -0.132
C 5.29006 -6.13562 1.02788 -0.179
C 4.49358 -4.85713 0.89205 -0.207
O 3.79172 -4.56494 2.08705 -0.190
C 3.37412 -3.22020 2.14090 -0.107
H 5.09449 -9.12437 5.10841 0.088
H 3.65704 -9.07894 4.06457 0.087
H 5.23544 -9.49842 3.36705 0.088
H 6.89224 -7.90543 3.40476 0.128
H 6.57566 -6.99034 4.90405 0.128
H 7.47455 -5.45312 3.38637 0.127
H 5.74881 -5.07882 3.41083 0.124
H 4.69154 -6.92744 1.48209 0.125
H 5.55978 -6.45746 0.01921 0.117
H 3.76469 -4.97561 0.07653 0.124
H 5.17327 -4.03370 0.63931 0.131
H 4.23381 -2.53978 2.11699 0.094
H 2.84021 -3.07832 3.07816 0.093
H 2.70242 -2.97920 1.30792 0.063
```

Results
**Structure (SMILES)**: CC[C@@H](Br)CO[C@@H](CCCN)[C@](CCCBr)(CCCc1ccccc1)OCCCN.COCCOCCOC.COCCOCCOC
**Kohn-Sham gap**: 9.510 eV
**Spin multiplicity**: 1
**HOMO**: -9.0 eV